# 1
Molecular formula: C24H47Br20NO3Si
Method: DFT, ωB97M-V/def2-TZVPD

Each line ends with the Löwdin charge.
Cartesian coordinates (Å):
N (-0.6640, -0.6682, 1.3250)  0.174
C (0.1113, -1.0947, 0.6157)  -0.450
O (1.2903, -1.4755, 0.1242)  -0.127
Si (0.9608, -2.8746, -0.8628)  0.687
C (2.1854, -4.2669, -0.4006)  -0.237
C (3.5251, -4.1430, -1.2317)  -0.240
O (4.7114, -4.0447, -0.4271)  -0.041
C (4.8874, -5.1344, 0.3764)  -0.363
O (4.7070, -6.2661, 0.0654)  0.096
H (1.1330, -2.4477, -2.2678)  -0.037
H (-0.4447, -3.2999, -0.7473)  0.000
H (2.3409, -4.2090, 0.7016)  0.095
H (1.6592, -5.2073, -0.6999)  0.049
H (3.4640, -3.1857, -1.8008)  0.109
H (3.5562, -4.9632, -1.9859)  0.061
H (5.2770, -4.9207, 1.4053)  0.145
Br (-5.6610, 1.4957, 2.0674)  0.604
C (-4.4433, 1.4475, 3.5873)  -0.715
C (-3.6044, 0.1964, 3.5778)  -0.697
Br (-4.6285, -1.3467, 4.1852)  0.594
H (-5.0507, 1.5511, 4.4813)  0.009
H (-3.8146, 2.3302, 3.4759)  0.051
H (-2.7785, 0.2838, 4.2821)  0.059
H (-3.2109, -0.0503, 2.5950)  0.028
Br (3.1766, -5.4416, -4.6705)  0.652
C (1.6715, -6.3015, -3.7801)  -0.721
C (0.5163, -6.5065, -4.7180)  -0.706
Br (-0.4365, -4.8354, -5.0162)  0.633
H (1.4183, -5.6830, -2.9226)  0.013
H (2.0570, -7.2572, -3.4324)  -0.002
H (-0.2151, -7.1821, -4.2827)  -0.012
H (0.8135, -6.8827, -5.6938)  0.056
Br (-6.5149, 4.0680, 4.6296)  0.646
C (-5.8763, 5.2956, 3.2598)  -0.716
C (-4.4898, 5.7952, 3.5713)  -0.702
Br (-4.5229, 7.1633, 4.9539)  0.585
H (-6.6095, 6.0924, 3.1812)  -0.012
H (-5.8771, 4.7141, 2.3388)  -0.008
H (-4.0557, 6.2830, 2.7011)  -0.007
H (-3.8188, 5.0112, 3.9147)  0.047
Br (1.0170, -1.3515, -5.1353)  0.582
C (0.7637, -2.0466, -6.9362)  -0.724
C (1.2373, -1.0647, -7.9756)  -0.698
Br (-0.0402, 0.3855, -8.2190)  0.601
H (-0.2892, -2.2983, -7.0331)  0.038
H (1.3564, -2.9602, -6.9729)  0.041
H (1.3100, -1.5455, -8.9504)  0.057
H (2.1920, -0.6077, -7.7285)  0.050
Br (-2.1911, 7.0488, 8.2057)  0.593
C (-3.2085, 7.9421, 9.6048)  -0.698
C (-4.6780, 7.9889, 9.2737)  -0.689
Br (-5.0655, 9.3574, 7.9440)  0.591
H (-2.7688, 8.9276, 9.7352)  0.049
H (-3.0375, 7.3494, 10.5025)  0.055
H (-5.2576, 8.2737, 10.1511)  0.055
H (-5.0596, 7.0496, 8.8811)  0.053
Br (1.3835, -9.3181, -1.6577)  0.666
C (0.4194, -8.3871, -0.2447)  -0.666
C (-1.0497, -8.2825, -0.5609)  -0.661
Br (-1.4112, -6.8931, -1.8832)  0.686
H (0.9007, -7.4209, -0.1144)  0.036
H (0.5759, -8.9899, 0.6487)  0.062
H (-1.6103, -7.9800, 0.3227)  0.061
H (-1.4676, -9.2062, -0.9524)  0.053
Br (-8.0706, 6.1879, -0.0730)  0.609
C (-6.8729, 5.5022, -1.4523)  -0.683
C (-5.8214, 4.5882, -0.8812)  -0.669
Br (-4.4105, 5.5998, 0.0005)  0.677
H (-6.4534, 6.3654, -1.9625)  0.049
H (-7.5205, 4.9575, -2.1380)  0.058
H (-5.3196, 4.0387, -1.6765)  0.061
H (-6.2137, 3.8836, -0.1511)  0.027
Br (8.4136, -3.6691, 1.9250)  0.608
C (8.8016, -5.2685, 0.8830)  -0.694
C (9.9422, -5.0353, -0.0726)  -0.692
Br (9.3569, -4.0041, -1.6137)  0.598
H (7.8783, -5.5535, 0.3844)  0.035
H (9.0640, -6.0300, 1.6163)  0.059
H (10.3014, -5.9805, -0.4779)  0.057
H (10.7755, -4.4981, 0.3730)  0.051
Br (-6.9905, 8.8410, 2.5682)  0.625
C (-5.8713, 10.1652, 1.6847)  -0.673
C (-4.4592, 10.1262, 2.2091)  -0.692
Br (-4.3247, 10.9868, 3.9502)  0.598
H (-6.3525, 11.1300, 1.8225)  0.051
H (-5.8964, 9.8984, 0.6285)  0.058
H (-3.7942, 10.6942, 1.5595)  0.057
H (-4.0729, 9.1158, 2.3241)  0.032
Br (7.1356, -2.5619, -4.3982)  0.588
C (8.2374, -1.2010, -5.2516)  -0.692
C (9.6556, -1.2492, -4.7438)  -0.696
Br (9.8014, -0.4449, -2.9770)  0.591
H (7.7520, -0.2442, -5.0775)  0.051
H (8.2026, -1.4332, -6.3154)  0.056
H (10.3113, -0.6568, -5.3808)  0.056
H (10.0486, -2.2601, -4.6665)  0.046

Calculated values
Kohn-Sham gap = 9.53 eV

***

# 2
Molecular formula: C2H12O3S2
Method: DFT, ωB97M-V/def2-TZVPD

Each line ends with the Löwdin charge.
Cartesian coordinates (Å):
C (0.5233, 2.3887, 0.0434)  -0.424
S (0.3089, 1.5085, 1.6444)  0.420
S (0.7220, -0.4225, 1.2256)  0.407
C (2.4912, -0.4981, 0.8509)  -0.447
H (0.0096, 1.8568, -0.7529)  0.013
H (1.5920, 2.3606, -0.1768)  0.019
H (0.1527, 3.3892, 0.2209)  0.025
H (2.6628, -1.4049, 0.2856)  0.029
H (3.1334, -0.4822, 1.7109)  0.025
H (2.7300, 0.3538, 0.2185)  0.020
H (-0.4159, -0.9191, -1.9201)  0.008
H (1.0347, -0.7049, -2.2688)  0.038
O (0.2009, -0.2193, -2.1944)  -0.082
H (-2.9849, -1.8710, -1.7333)  0.043
H (-2.5891, -2.3861, -0.2970)  0.034
O (-2.2612, -2.1655, -1.1761)  -0.057
H (-2.4968, 0.2047, 0.8290)  0.023
H (-1.9996, -0.5725, 1.9913)  -0.011
O (-2.8142, -0.4160, 1.4991)  -0.081

Calculated values
Kohn-Sham gap = 9.21 eV
energy above the lowest of the compared OMol25 structures with the same formula, charge and spin = 10.5 kcal/mol

***

# 3
Molecular formula: C4H6O3S
Method: DFT, ωB97M-V/def2-TZVPD

Each line ends with the Löwdin charge.
Cartesian coordinates (Å):
C (-1.5489, 0.0883, 0.7435)  -0.015
C (-0.0884, -0.2540, 0.5078)  -0.388
C (1.1129, -1.7390, -0.8368)  -0.325
C (0.7461, 1.8610, -0.3724)  -0.694
H (-1.9794, 0.6171, -0.1207)  0.059
H (-1.6356, 0.7154, 1.6586)  0.106
H (-2.0909, -0.8488, 0.8988)  0.091
H (0.3104, -0.8756, 1.3380)  0.167
H (1.0445, -2.2488, -1.8397)  0.164
H (1.5248, 2.5824, -0.0838)  0.082
O (0.0219, -0.9759, -0.7015)  0.001
O (1.9843, -1.8762, -0.0288)  0.099
O (0.7727, 0.8873, 0.5235)  -0.065
S (-0.1744, 2.0668, -1.6867)  0.718

Calculated values
Kohn-Sham gap = 9.34 eV
energy above the lowest of the compared OMol25 structures with the same formula, charge and spin = 16.5 kcal/mol

***

# 4
Molecular formula: C3H4OS
Method: DFT, ωB97M-V/def2-TZVPD

Each line ends with the Löwdin charge.
Cartesian coordinates (Å):
C (0.7177, -1.7150, 0.4081)  -0.187
C (1.5610, 0.7169, -0.0506)  -0.008
C (0.6870, -0.4396, 0.0295)  -0.198
O (0.3541, -2.7898, 0.5772)  0.183
S (-2.7525, 1.3448, -0.4322)  0.408
H (2.6019, 0.6718, 0.1434)  0.020
H (1.0442, 1.6532, -0.3228)  0.042
H (-0.3808, -0.0851, -0.1867)  0.053
H (-3.8326, 0.6428, -0.1659)  -0.312

Calculated values
Kohn-Sham gap (alpha / beta) = 10.28 / 4.14 eV
energy above the lowest of the compared OMol25 structures with the same formula, charge and spin = 92.7 kcal/mol

***

# 5
Molecular formula: C22H42BiNP3S2
Method: DFT, ωB97M-V/def2-TZVPD

Each line ends with the Löwdin charge.
Cartesian coordinates (Å):
Bi (0.1711, 0.6181, 0.2262)  1.262
P (0.0192, -1.6588, -1.7099)  0.667
P (2.8270, 0.7938, -0.8581)  0.680
P (-2.4761, -0.6150, 0.6985)  0.696
H (0.3357, 5.4127, 1.1839)  0.169
C (-0.7015, 4.9861, 1.4308)  -0.162
C (-0.8138, 4.8444, 2.9124)  -0.333
H (0.0323, 4.3612, 3.4368)  0.117
C (-0.8039, -1.1200, -3.2604)  -0.250
C (1.5317, -2.4556, -2.3505)  -0.278
C (-0.8990, -3.1987, -1.2982)  -0.261
C (3.7396, 2.0993, 0.0645)  -0.257
C (4.1625, -0.4342, -1.1283)  -0.246
C (2.5685, 1.5307, -2.5293)  -0.248
C (-3.5756, 0.2872, 1.8438)  -0.273
C (-2.7764, -2.2560, 1.4419)  -0.264
C (-3.5924, -0.6574, -0.7774)  -0.254
H (-1.4774, 5.6456, 1.0052)  0.132
H (-1.0098, 5.7197, 3.5153)  0.091
H (-0.8044, -1.9716, -3.9631)  0.071
H (-0.2477, -0.2733, -3.6951)  0.044
H (-1.8381, -0.7989, -3.0600)  0.032
H (1.2126, -3.2305, -3.0649)  0.066
H (2.0884, -2.9453, -1.5371)  0.016
H (2.1750, -1.7332, -2.8696)  0.039
H (-0.7157, -3.9206, -2.1098)  0.067
H (-1.9831, -3.0253, -1.2362)  0.026
H (-0.5129, -3.6362, -0.3625)  0.018
H (4.6665, 2.3582, -0.4734)  0.073
H (3.9922, 1.6788, 1.0523)  0.058
H (3.1409, 3.0131, 0.2020)  0.024
H (4.7782, -0.1658, -1.9989)  0.074
H (3.7305, -1.4261, -1.2946)  0.001
H (4.8058, -0.4760, -0.2395)  0.059
H (3.5394, 1.7302, -3.0134)  0.071
H (2.0110, 2.4783, -2.4492)  0.031
H (1.9932, 0.8375, -3.1690)  0.036
H (-4.6000, -0.1167, 1.7500)  0.071
H (-3.5889, 1.3614, 1.6266)  0.006
H (-3.2118, 0.1542, 2.8708)  0.057
H (-3.8518, -2.4238, 1.5764)  0.075
H (-2.3001, -2.2890, 2.4234)  0.036
H (-2.3731, -3.0815, 0.8581)  0.019
H (-4.6345, -0.7679, -0.4386)  0.066
H (-3.3593, -1.4743, -1.4744)  0.028
H (-3.5082, 0.2897, -1.3316)  0.044
C (-1.5871, 3.5415, 1.2203)  -0.411
C (-2.4779, 3.3882, 0.0706)  -0.077
C (-1.8966, 3.5053, -1.1670)  -0.058
C (-0.4905, 3.6014, -1.3386)  -0.076
C (0.3792, 3.3578, -0.2733)  -0.256
C (-0.2601, 2.8857, 0.9606)  -0.491
S (-2.4221, 3.8283, 3.1054)  1.152
H (-1.8988, 3.1516, 4.0995)  -0.039
H (-3.5500, 3.5189, 0.2604)  0.130
H (-2.5985, 3.7007, -1.9690)  0.131
H (-0.1279, 3.9920, -2.2964)  0.130
H (1.3959, 3.7655, -0.2757)  0.111
H (0.3831, 2.6685, 1.8108)  0.072
S (1.0459, -1.1680, 2.2835)  0.530
C (1.2223, -2.8142, 1.8275)  -0.702
N (2.3952, -3.1938, 1.1771)  0.077
C (2.5810, -4.4701, 0.6873)  -0.017
C (1.6148, -5.4249, 0.9553)  -0.008
C (0.4839, -5.1138, 1.7306)  0.008
C (0.3001, -3.8107, 2.1646)  -0.087
H (3.1292, -2.4878, 1.0435)  0.146
H (3.5303, -4.6642, 0.1669)  0.156
H (1.7577, -6.4243, 0.5502)  0.135
H (-0.2579, -5.8773, 1.9658)  0.144
H (-0.5167, -3.5048, 2.8138)  0.107

Calculated values
total charge = +3
Kohn-Sham gap = 5.22 eV
energy above the lowest of the compared OMol25 structures with the same formula, charge and spin = 91.9 kcal/mol

***

# 6
Molecular formula: C3H12OSSi2
Method: DFT, ωB97M-V/def2-TZVPD

Each line ends with the Löwdin charge.
Cartesian coordinates (Å):
C (1.7151, 0.5108, -1.4773)  -0.166
C (-0.2631, 1.6688, 0.8196)  -0.185
C (-1.5468, 1.0273, -1.6626)  -0.168
O (-0.3432, -0.9566, 0.0957)  -0.207
Si (0.4382, -2.7401, 2.4795)  0.251
Si (-0.1110, 0.4957, -0.6284)  0.389
S (-0.7917, -3.9612, 1.5003)  0.088
H (1.7487, -0.4124, -2.1574)  0.040
H (1.7904, 1.3609, -2.0859)  -0.029
H (2.4302, 0.5387, -0.5443)  0.056
H (0.7561, 1.9610, 1.2468)  0.044
H (-0.9272, 2.5635, 0.7936)  0.037
H (-0.6790, 0.9864, 1.6285)  0.037
H (-2.3237, 0.8200, -1.0111)  0.003
H (-1.5533, 2.1337, -1.8748)  0.064
H (-1.7374, 0.6463, -2.6191)  0.006
H (1.7154, -2.3745, 1.8307)  -0.101
H (0.5536, -2.6551, 3.9068)  -0.135
H (-0.8713, -1.6133, -0.2407)  -0.026

Calculated values
Kohn-Sham gap = 8.20 eV
energy above the lowest of the compared OMol25 structures with the same formula, charge and spin = 55.5 kcal/mol